This record from the Open Molecules 2025 dataset describes a cluster of 14 separate species, C26H61FI2O15 in total. The level of theory is ωB97M-V/def2-TZVPD.

Results
E_HOMO ... -9.381 eV
LUMO ... -0.0631 Eh
Spin multiplicity ... 1
Total charge ... 0

Atoms and positions in Å:
C1 -0.712 -0.807 -0.050
C2 0.658 -0.117 0.043
I1 0.453 2.019 0.279
C3 1.591 -0.565 -1.105
C4 2.700 0.407 -1.404
C5 3.791 0.445 -0.532
C6 4.848 1.310 -0.718
C7 4.856 2.147 -1.828
C8 3.781 2.126 -2.708
C9 2.682 1.279 -2.507
C10 1.543 1.337 -3.445
O1 0.519 0.704 -3.369
C11 1.652 2.300 -4.570
F1 0.590 2.323 -5.355
C12 2.687 3.106 -4.781
I2 2.736 4.486 -6.346
C13 3.861 3.056 -3.879
O2 4.839 3.718 -4.090
H1 -0.892 -1.240 -1.028
H2 -1.488 -0.100 0.221
H3 -0.759 -1.588 0.706
H4 1.130 -0.439 0.963
H5 1.036 -0.851 -1.982
H6 2.076 -1.469 -0.730
H7 3.775 -0.220 0.321
H8 5.660 1.327 -0.008
H9 5.667 2.827 -2.028
C14 -0.302 -2.809 -4.099
O3 -1.494 -2.412 -3.413
H10 -0.139 -3.866 -3.904
H11 -0.412 -2.654 -5.175
H12 0.553 -2.245 -3.734
H13 -1.626 -1.475 -3.592
C15 1.413 2.868 4.344
O4 2.286 1.848 3.862
H14 1.628 3.020 5.400
H15 1.585 3.807 3.807
H16 0.377 2.558 4.227
H17 2.070 1.721 2.935
C16 2.673 5.080 -10.760
O5 3.015 6.278 -10.069
H18 1.589 4.999 -10.761
H19 3.027 5.109 -11.794
H20 3.093 4.203 -10.260
H21 3.973 6.351 -10.068
C17 3.383 -4.246 -4.117
O6 2.735 -3.291 -3.280
H22 2.610 -4.858 -4.576
H23 3.957 -3.751 -4.904
H24 4.047 -4.890 -3.536
H25 3.418 -2.750 -2.874
C18 -2.413 0.868 4.207
O7 -1.023 0.823 4.548
H26 -2.610 1.839 3.755
H27 -2.657 0.081 3.491
H28 -3.026 0.752 5.094
H29 -0.853 -0.035 4.945
C19 -5.519 -1.165 5.075
O8 -4.145 -1.242 5.442
H30 -5.691 -0.187 4.631
H31 -5.769 -1.941 4.346
H32 -6.159 -1.273 5.955
H33 -3.998 -2.108 5.836
C20 -3.881 -5.418 5.315
O9 -3.885 -4.362 6.274
H34 -3.711 -4.976 4.337
H35 -3.083 -6.132 5.528
H36 -4.840 -5.941 5.309
H37 -4.033 -4.757 7.140
C21 -2.721 -4.898 -1.413
O10 -3.357 -4.549 -2.629
H38 -3.273 -5.726 -0.973
H39 -1.687 -5.215 -1.584
H40 -2.726 -4.058 -0.710
H41 -2.859 -3.814 -3.010
C22 -6.023 2.561 6.501
O11 -6.001 2.325 5.097
H42 -5.509 1.731 6.980
H43 -5.504 3.490 6.751
H44 -7.049 2.608 6.875
H45 -6.453 3.056 4.668
C23 -1.248 -4.206 9.151
O12 -2.543 -4.523 9.661
H46 -0.639 -5.105 9.179
H47 -1.321 -3.854 8.118
H48 -0.778 -3.436 9.767
H49 -3.065 -3.717 9.631
C24 0.812 5.723 -2.295
O13 2.041 6.067 -2.926
H50 0.513 6.565 -1.676
H51 0.030 5.534 -3.036
H52 0.929 4.841 -1.658
H53 2.299 5.319 -3.471
C25 -2.321 1.424 -7.060
O14 -1.748 0.615 -6.040
H54 -3.090 0.836 -7.555
H55 -2.780 2.322 -6.638
H56 -1.569 1.715 -7.799
H57 -1.068 1.136 -5.604
C26 5.283 -1.067 3.357
O15 5.875 -0.780 2.089
H58 4.288 -1.467 3.175
H59 5.870 -1.811 3.901
H60 5.194 -0.162 3.961
H61 6.753 -0.428 2.259

Forces on the atoms, in the same order (eV/Å):
C 0.161 0.372 0.578
C -0.122 -0.683 -0.361
I 0.023 -0.047 -0.046
C 0.419 0.122 0.498
C 0.030 0.025 -0.387
C -0.378 -0.115 -0.089
C -0.016 0.159 -0.247
C -0.340 -0.173 0.043
C 0.157 0.170 -0.002
C 0.357 -0.305 0.498
C 0.086 0.096 0.068
O -0.414 -0.261 0.045
C 0.319 0.364 -0.091
F -0.163 0.053 -0.203
C -0.077 0.409 -0.481
I -0.055 -0.237 0.131
C -0.270 -0.597 0.299
O 0.476 0.450 -0.155
H -0.102 0.055 -0.131
H -0.287 -0.060 -0.208
H 0.001 -0.258 -0.077
H 0.074 0.409 0.260
H -0.149 0.147 -0.095
H -0.046 -0.166 -0.014
H 0.157 -0.032 0.075
H 0.078 -0.029 0.059
H 0.103 0.068 0.004
C -0.220 0.250 -0.028
O 0.111 -0.080 0.027
H -0.036 -0.010 0.070
H 0.048 -0.038 -0.009
H 0.091 -0.081 -0.052
H -0.126 0.016 -0.056
C 0.057 -0.021 -0.279
O 0.109 0.036 0.120
H 0.036 -0.035 0.008
H -0.002 0.043 0.088
H -0.066 0.088 0.109
H -0.029 -0.047 -0.104
C 0.190 0.123 0.066
O -0.070 -0.133 0.034
H -0.015 0.031 0.019
H -0.052 -0.067 -0.021
H -0.052 -0.055 -0.047
H 0.001 0.064 0.020
C 0.046 0.170 0.136
O 0.102 -0.043 -0.024
H -0.036 0.013 0.013
H 0.006 -0.072 -0.045
H 0.002 -0.057 -0.063
H -0.012 0.022 0.029
C 0.298 0.111 -0.003
O -0.143 -0.023 -0.118
H 0.097 0.007 -0.016
H -0.135 0.020 0.005
H -0.159 0.001 -0.026
H 0.028 0.011 0.027
C 0.218 -0.105 0.068
O -0.121 -0.125 0.104
H 0.020 0.023 0.030
H -0.097 0.022 0.004
H -0.108 0.016 -0.068
H 0.015 -0.198 -0.007
C -0.020 0.027 0.176
O -0.022 0.065 -0.020
H 0.002 0.041 0.008
H 0.001 -0.021 -0.071
H 0.012 -0.024 -0.074
H 0.078 0.070 0.054
C -0.044 0.159 -0.238
O 0.004 -0.120 0.100
H -0.011 -0.014 0.000
H 0.021 -0.017 0.104
H 0.054 -0.050 0.072
H 0.039 0.132 -0.055
C -0.059 0.079 -0.192
O 0.010 -0.032 0.078
H 0.018 -0.026 -0.034
H 0.008 -0.024 0.084
H 0.028 -0.009 0.081
H 0.014 -0.014 -0.049
C -0.250 0.222 0.014
O 0.029 -0.108 -0.150
H -0.074 -0.058 0.047
H 0.126 -0.010 -0.011
H 0.127 -0.024 -0.066
H -0.023 -0.003 0.077
C 0.163 -0.097 -0.141
O -0.120 -0.030 0.150
H 0.019 0.025 -0.001
H -0.061 -0.005 0.062
H -0.082 0.011 0.028
H 0.079 0.122 -0.081
C 0.142 -0.022 0.160
O -0.062 -0.015 -0.032
H -0.003 -0.025 0.009
H -0.031 0.020 -0.078
H -0.061 0.037 -0.044
H -0.002 -0.126 0.095
C 0.184 0.115 -0.054
O -0.097 -0.013 0.047
H -0.008 0.007 -0.033
H -0.067 -0.028 0.032
H -0.090 -0.033 0.034
H 0.018 0.001 -0.071

These are the Löwdin partial charges, in e, on atoms 1 to 99: number 1, C, carries -0.13; number 2, C, carries -0.69; number 3, I, carries 0.94; number 4, C, carries -0.20; number 5, C, carries -0.21; number 6, C, carries -0.02; number 7, C, carries -0.02; number 8, C, carries 0.02; number 9, C, carries -0.08; number 10, C, carries -0.06; number 11, C, carries -0.25; number 12, O, carries 0.13; number 13, C, carries -0.26; number 14, F, carries 0.08; number 15, C, carries -0.55; number 16, I, carries 1.06; number 17, C, carries -0.41; number 18, O, carries 0.08; number 19, H, carries 0.06; number 20, H, carries 0.04; number 21, H, carries 0.08; number 22, H, carries 0.06; number 23, H, carries 0.08; number 24, H, carries 0.13; number 25, H, carries 0.11; number 26, H, carries 0.11; number 27, H, carries 0.12; number 28, C, carries -0.12; number 29, O, carries -0.14; number 30, H, carries 0.08; number 31, H, carries 0.09; number 32, H, carries 0.05; number 33, H, carries 0.08; number 34, C, carries -0.17; number 35, O, carries -0.15; number 36, H, carries 0.08; number 37, H, carries 0.07; number 38, H, carries 0.05; number 39, H, carries 0.00; number 40, C, carries -0.16; number 41, O, carries -0.14; number 42, H, carries 0.08; number 43, H, carries 0.08; number 44, H, carries 0.07; number 45, H, carries 0.07; number 46, C, carries -0.14; number 47, O, carries -0.14; number 48, H, carries 0.08; number 49, H, carries 0.08; number 50, H, carries 0.08; number 51, H, carries 0.07; number 52, C, carries -0.14; number 53, O, carries -0.14; number 54, H, carries 0.08; number 55, H, carries 0.08; number 56, H, carries 0.06; number 57, H, carries 0.08; number 58, C, carries -0.14; number 59, O, carries -0.15; number 60, H, carries 0.06; number 61, H, carries 0.08; number 62, H, carries 0.08; number 63, H, carries 0.04; number 64, C, carries -0.14; number 65, O, carries -0.14; number 66, H, carries 0.08; number 67, H, carries 0.08; number 68, H, carries 0.08; number 69, H, carries 0.07; number 70, C, carries -0.17; number 71, O, carries -0.13; number 72, H, carries 0.07; number 73, H, carries 0.07; number 74, H, carries 0.07; number 75, H, carries 0.03; number 76, C, carries -0.15; number 77, O, carries -0.13; number 78, H, carries 0.08; number 79, H, carries 0.08; number 80, H, carries 0.08; number 81, H, carries 0.07; number 82, C, carries -0.15; number 83, O, carries -0.13; number 84, H, carries 0.08; number 85, H, carries 0.07; number 86, H, carries 0.08; number 87, H, carries 0.07; number 88, C, carries -0.15; number 89, O, carries -0.13; number 90, H, carries 0.08; number 91, H, carries 0.08; number 92, H, carries 0.04; number 93, H, carries 0.00; number 94, C, carries -0.16; number 95, O, carries -0.13; number 96, H, carries 0.08; number 97, H, carries 0.08; number 98, H, carries 0.08; number 99, H, carries 0.03